[1]
{
  "formula": "C20H20ClN3O12Ru",
  "method": "the ωB97M-V functional and the def2-TZVPD basis",
  "e_tot_ha": -2396.5217,
  "relative_energy_kj_mol": 258.57,
  "spin_multiplicity": 2,
  "gap_ev": [7.558, 8.430],
  "total_charge": -1,
  "elements": ["Ru", "O", "C", "C", "N", "C", "C", "O", "O", "C", "C", "O", "O", "H", "H", "H", "H", "H", "H", "H", "H", "H", "O", "C", "O", "C", "C", "N", "N", "C", "C", "O", "O", "H", "H", "H", "C", "C", "C", "C", "Cl", "C", "C", "C", "O", "C", "C", "O", "O", "H", "H", "H", "H", "H", "H", "H", "H"],
  "xyz": [[-1.314051, -0.372157, 0.305445], [-2.570926, 1.726047, 1.082066], [-3.717564, 1.249376, 1.774664], [-4.493157, 0.285855, 0.913581], [-3.693513, -0.892364, 0.567007], [-3.962842, -1.375499, -0.784661], [-3.394648, -0.398433, -1.802990], [-3.795029, -0.437542, -2.948859], [-2.518437, 0.442629, -1.316303], [-3.780706, -1.938037, 1.570814], [-2.621494, -2.906665, 1.440670], [-2.768380, -4.041896, 1.861090], [-1.562726, -2.413292, 0.893191], [-2.803050, 1.889841, 0.155283], [-3.344863, 0.758652, 2.671168], [-4.364162, 2.081532, 2.062120], [-5.415495, -0.005811, 1.427025], [-4.777068, 0.793167, -0.009769], [-3.458244, -2.330181, -0.937596], [-5.031137, -1.508063, -0.978357], [-3.705151, -1.495093, 2.564875], [-4.712579, -2.504245, 1.497839], [2.111300, 1.687423, 4.864914], [2.579457, 2.143909, 3.719322], [3.573606, 2.830455, 3.651173], [1.823629, 1.783240, 2.485100], [2.171089, 2.204454, 1.216103], [1.291208, 1.672278, 0.360579], [0.387757, 0.930014, 0.997339], [0.687894, 0.968020, 2.279810], [-0.259365, 0.240766, 3.173979], [-0.065538, 0.259404, 4.396120], [-1.229490, -0.317653, 2.573510], [1.274415, 1.133659, 4.748219], [2.979174, 2.850417, 0.909930], [1.245463, 1.670954, -0.653377], [3.513489, 0.658908, -4.112611], [3.713034, 0.115924, -2.722897], [4.656983, 0.676212, -1.867066], [4.829044, 0.182997, -0.584125], [6.044732, 0.884212, 0.444083], [4.041217, -0.851311, -0.109811], [3.103631, -1.419771, -0.958318], [2.956530, -0.956133, -2.256247], [2.118457, -1.639727, -3.099259], [0.828089, -1.073456, -3.326666], [0.179996, -0.625815, -2.023461], [0.273296, 0.552581, -1.678308], [-0.421494, -1.527591, -1.332666], [4.420165, 1.146197, -4.471820], [2.706211, 1.395933, -4.118609], [3.241494, -0.139553, -4.803133], [5.279004, 1.492536, -2.216838], [4.163803, -1.210717, 0.903537], [2.474641, -2.236043, -0.622943], [0.239143, -1.870540, -3.771732], [0.873158, -0.220004, -4.002132]],
  "atomic_forces_ev_per_a": [[-1.9, -1.3, 1.2], [0.2, 0.1, 0.2], [0.0, 0.1, 0.0], [-0.1, -0.1, -0.1], [0.5, 0.1, 0.0], [0.0, 0.0, 0.0], [0.0, 0.0, 0.0], [0.1, 0.3, 0.0], [1.0, -0.3, 0.1], [-0.1, 0.0, 0.0], [0.2, 0.1, 0.0], [0.2, 0.0, -0.1], [0.2, 0.0, -0.3], [0.0, -0.1, 0.0], [0.0, 0.0, 0.1], [0.0, 0.1, 0.0], [-0.1, -0.1, 0.0], [-0.1, 0.0, 0.0], [0.0, -0.1, 0.1], [-0.1, 0.0, 0.0], [0.0, 0.0, 0.0], [-0.1, 0.0, 0.0], [-0.3, -0.2, 0.1], [0.0, 0.1, -0.3], [-0.1, 0.0, 0.0], [0.0, -0.2, 0.2], [0.1, 0.1, 0.0], [0.2, 0.2, 0.2], [0.0, -0.4, -1.1], [-0.1, 0.2, 0.1], [0.0, 0.1, 0.2], [0.0, 0.0, 0.0], [0.1, -0.2, -0.7], [0.1, 0.1, 0.0], [0.0, -0.1, 0.0], [0.0, -0.1, 0.0], [0.0, 0.0, 0.1], [0.1, 0.1, -0.1], [0.0, 0.0, -0.1], [-0.1, 0.0, 0.0], [0.0, 0.0, 0.0], [0.0, 0.0, 0.1], [0.0, -0.1, 0.1], [0.2, 0.0, 0.1], [-0.1, -0.1, -0.1], [-0.2, -0.3, 0.1], [-0.2, -0.2, 0.1], [0.4, 0.3, -0.8], [-0.3, 1.6, 0.9], [0.0, 0.0, 0.0], [0.0, 0.0, 0.0], [0.0, 0.0, 0.0], [0.0, 0.0, 0.0], [0.0, 0.0, 0.0], [0.0, 0.0, 0.0], [0.0, 0.0, -0.1], [0.1, 0.1, 0.0]],
  "lowdin_charge": [1.5571, -0.1098, -0.2249, -0.1582, -0.2071, -0.0932, -0.6232, 0.0613, -0.1573, -0.1076, -0.6465, 0.0421, -0.1425, 0.0766, 0.1072, 0.1209, 0.1326, 0.1302, 0.1400, 0.1356, 0.1301, 0.1329, 0.1166, -0.5108, 0.0803, -0.0418, 0.0070, 0.0522, 0.0087, -0.1240, -0.5421, 0.0479, -0.0779, 0.0706, 0.1394, 0.1288, -0.0284, -0.1925, -0.0739, -0.6794, 0.6533, -0.0995, 0.0172, -0.2608, -0.0403, -0.0748, -0.6076, -0.0469, -0.0730, 0.0772, 0.0871, 0.0836, 0.1092, 0.1096, 0.1347, 0.1348, 0.1192]
}

***

[2]
{
  "formula": "C20H20HfN5Se",
  "method": "the ωB97M-V functional and the def2-TZVPD basis",
  "e_tot_ha": -3496.5161,
  "relative_energy_kj_mol": 29.12,
  "gap_ev": 7.566,
  "total_charge": 3,
  "elements": ["Hf", "C", "C", "C", "C", "C", "C", "C", "N", "N", "C", "C", "C", "C", "C", "C", "N", "C", "C", "C", "C", "C", "C", "N", "H", "H", "H", "H", "H", "H", "H", "H", "H", "H", "H", "H", "H", "H", "H", "H", "H", "H", "H", "H", "Se", "C", "N"],
  "xyz": [[-0.126919, -0.066525, -0.157063], [-1.239507, -0.588375, 2.554594], [-2.434191, -1.114920, 1.721134], [-2.124418, -2.185632, 0.690770], [-2.728330, -3.417740, 0.711472], [-2.438830, -4.344610, -0.288521], [-1.539672, -4.023061, -1.299867], [-0.960707, -2.783464, -1.282876], [-1.247843, -1.869882, -0.309346], [-0.531364, 0.587078, 1.908041], [0.807738, 0.843916, 2.536273], [1.803476, -0.226126, 2.146966], [2.941816, -0.475741, 2.872507], [3.840481, -1.420678, 2.391060], [3.569801, -2.099822, 1.205809], [2.407429, -1.817798, 0.536755], [1.533118, -0.882393, 0.992910], [-1.378125, 1.829466, 1.957763], [-1.285514, 2.621335, 0.674601], [-1.562864, 3.965458, 0.632447], [-1.537589, 4.620050, -0.594618], [-1.236470, 3.907992, -1.750148], [-0.961757, 2.569056, -1.648714], [-0.976496, 1.918681, -0.450112], [-0.511054, -1.381535, 2.710616], [-1.585546, -0.271270, 3.537638], [-2.954107, -0.290901, 1.218010], [-3.167252, -1.518225, 2.415347], [-3.429883, -3.657806, 1.499511], [-2.919209, -5.316124, -0.278329], [-1.300721, -4.720521, -2.090995], [-0.266034, -2.473411, -2.053164], [0.719685, 0.923960, 3.620227], [1.160975, 1.811770, 2.172553], [3.133411, 0.058498, 3.794542], [4.750297, -1.628922, 2.940765], [4.249928, -2.844242, 0.814189], [2.154061, -2.316597, -0.388222], [-1.099058, 2.441276, 2.814470], [-2.417546, 1.542939, 2.111398], [-1.799093, 4.501516, 1.543003], [-1.751757, 5.681169, -0.647415], [-1.212546, 4.388026, -2.718683], [-0.715424, 1.980705, -2.520259], [3.390648, 1.707329, -2.367707], [2.046497, 0.765902, -2.008173], [1.054631, 0.089370, -1.727704]],
  "atomic_forces_ev_per_a": [[0.0, -0.9, -1.3], [-0.1, 0.1, -0.1], [0.2, 0.0, -0.1], [0.2, 0.3, -0.1], [-0.1, -0.2, 0.0], [-0.1, -0.1, 0.0], [-0.1, -0.2, 0.0], [-0.1, 0.3, 0.2], [-0.4, -0.6, -0.1], [-0.1, 0.4, 0.7], [-0.1, -0.1, 0.0], [-0.2, 0.0, -0.2], [0.2, -0.1, 0.1], [0.1, 0.0, 0.0], [0.1, -0.1, 0.2], [-0.2, 0.3, 0.1], [0.5, 0.1, 0.5], [0.1, -0.1, 0.0], [0.1, -0.2, -0.1], [0.0, 0.2, 0.0], [0.0, 0.1, 0.0], [-0.1, 0.1, 0.0], [0.0, -0.2, 0.3], [-0.2, 0.7, 0.2], [0.1, 0.0, 0.0], [0.0, 0.1, 0.0], [0.0, 0.0, 0.0], [0.0, 0.0, 0.0], [0.0, 0.0, 0.0], [0.0, 0.0, 0.0], [0.0, 0.0, 0.0], [0.0, 0.1, 0.0], [-0.1, 0.0, 0.1], [0.0, 0.1, 0.0], [0.0, 0.0, 0.0], [0.0, 0.0, 0.0], [0.0, 0.0, 0.0], [0.0, 0.0, -0.1], [0.0, 0.0, 0.1], [0.0, -0.1, 0.0], [0.0, 0.0, 0.0], [0.0, 0.0, 0.0], [0.0, 0.0, 0.0], [0.0, -0.1, 0.0], [0.0, -0.1, 0.0], [-0.3, -0.3, -0.1], [0.7, 0.5, -0.3]],
  "lowdin_charge": [1.7280, -0.1116, -0.0844, -0.2412, 0.0432, 0.0528, 0.0123, -0.0771, -0.0766, -0.2845, -0.0743, -0.2416, 0.0409, 0.0451, 0.0156, -0.0701, -0.0530, -0.0745, -0.2324, 0.0371, 0.0462, 0.0149, -0.0747, -0.0579, 0.1364, 0.1510, 0.1291, 0.1427, 0.1446, 0.1469, 0.1416, 0.1215, 0.1574, 0.1539, 0.1467, 0.1453, 0.1404, 0.1240, 0.1524, 0.1420, 0.1460, 0.1462, 0.1412, 0.1208, 0.9699, -0.9091, -0.1730]
}

***

[3]
{
  "formula": "C20H20N2O3",
  "method": "the ωB97M-V functional and the def2-TZVPD basis",
  "smiles": "COc1cc(OC)cc(C(=O)NCc2ccc(-n3cccc3)cc2)c1",
  "e_tot_ha": -1109.3539,
  "relative_energy_kj_mol": 238.29,
  "gap_ev": 9.014,
  "total_charge": 0,
  "elements": ["C", "H", "O", "C", "C", "C", "C", "C", "C", "H", "O", "C", "H", "H", "H", "H", "C", "O", "N", "H", "C", "C", "C", "C", "C", "C", "C", "H", "H", "N", "C", "C", "C", "C", "H", "H", "H", "H", "H", "H", "H", "H", "H", "H", "H"],
  "xyz": [[-0.531395, 1.070985, -4.044893], [-1.081053, 1.450629, -4.904664], [0.373122, 0.125441, -4.560674], [1.197712, -0.530771, -3.698902], [1.227534, -0.329404, -2.322214], [2.115455, -1.067835, -1.547369], [2.954684, -2.011597, -2.123311], [2.930108, -2.208575, -3.500133], [2.055220, -1.458823, -4.279147], [2.029025, -1.608964, -5.345412], [3.708178, -3.096872, -4.169501], [4.584189, -3.912405, -3.425950], [4.041157, -4.531619, -2.705764], [5.336375, -3.317392, -2.898781], [5.077498, -4.553572, -4.154662], [3.603737, -2.571705, -1.470693], [2.177416, -0.921486, -0.062746], [2.433358, -1.853374, 0.675952], [1.962993, 0.334892, 0.396403], [1.737837, 1.069277, -0.254254], [1.856399, 0.637134, 1.808702], [0.419916, 0.862646, 2.202778], [-0.024719, 2.090768, 2.670761], [-1.352509, 2.282050, 3.004527], [-2.269872, 1.244511, 2.858996], [-1.827293, 0.012462, 2.379007], [-0.497697, -0.172840, 2.061055], [-0.159159, -1.130334, 1.693915], [-2.530336, -0.795188, 2.245722], [-3.613395, 1.433952, 3.188974], [-4.457788, 0.479771, 3.683698], [-5.684232, 1.041992, 3.885909], [-5.593242, 2.393195, 3.486532], [-4.310357, 2.604061, 3.072985], [-3.855965, 3.487260, 2.670093], [-6.382702, 3.118306, 3.504755], [-6.553104, 0.549023, 4.274855], [-4.115864, -0.514240, 3.892267], [-1.677282, 3.235099, 3.392883], [0.675396, 2.905256, 2.790797], [2.464803, 1.515953, 2.041361], [2.260738, -0.233482, 2.334100], [0.542065, 0.358209, -1.851913], [-0.011766, 1.901835, -3.555617], [-1.235183, 0.615774, -3.340427]],
  "atomic_forces_ev_per_a": [[-0.2, 0.2, 0.1], [0.0, 0.0, 0.1], [0.2, -0.3, 0.0], [0.2, -0.2, -0.1], [-0.1, 0.2, 0.1], [0.0, -0.3, -0.5], [0.1, -0.1, 0.1], [-0.2, 0.2, 0.0], [0.0, 0.0, 0.0], [0.0, 0.0, -0.2], [-0.2, 0.2, -0.1], [0.2, -0.1, 0.1], [0.0, 0.0, 0.0], [0.0, 0.0, 0.0], [0.0, 0.0, 0.1], [0.1, -0.1, 0.0], [0.1, 0.2, 0.0], [0.0, -0.3, 0.1], [0.0, 0.3, 0.0], [0.1, -0.1, 0.0], [0.0, -0.1, 0.1], [0.1, 0.1, 0.1], [0.1, -0.2, -0.1], [-0.3, -0.1, 0.0], [0.8, 0.0, -0.2], [-0.1, 0.1, 0.1], [0.0, 0.1, 0.1], [0.0, -0.1, -0.1], [-0.1, -0.1, 0.0], [-0.3, 0.0, 0.1], [-0.2, -0.4, 0.2], [0.0, -0.1, 0.0], [0.0, 0.1, 0.0], [-0.2, 0.4, -0.1], [0.1, 0.1, -0.1], [-0.1, 0.2, 0.0], [-0.1, -0.1, 0.1], [0.1, -0.1, 0.0], [-0.1, 0.1, 0.1], [0.1, 0.1, 0.0], [0.0, -0.1, 0.0], [0.0, 0.2, 0.0], [-0.1, 0.1, 0.0], [0.0, 0.0, 0.0], [0.0, 0.0, 0.0]],
  "lowdin_charge": [-0.0880, 0.0937, -0.0776, -0.2602, 0.0191, -0.1260, 0.0370, -0.2577, 0.0812, 0.1328, -0.0746, -0.0827, 0.0983, 0.0967, 0.0929, 0.1129, -0.4563, 0.0667, 0.0784, 0.1356, -0.1253, -0.2114, -0.0346, -0.0101, -0.1944, -0.0013, -0.0175, 0.1185, 0.1107, -0.0665, -0.0894, -0.0915, -0.0921, -0.0914, 0.1123, 0.0912, 0.0915, 0.1136, 0.1091, 0.1108, 0.1233, 0.1285, 0.1017, 0.0951, 0.0968]
}

***

[4]
{
  "formula": "C20H20N2O4S",
  "method": "the ωB97M-V functional and the def2-TZVPD basis",
  "smiles": "Cc1cc(-n2c(C)cc(C(=O)CSc3ccc4c(c3)OCCO4)c2C)no1",
  "e_tot_ha": -1582.7369,
  "relative_energy_kj_mol": 231.84,
  "gap_ev": 8.473,
  "total_charge": 0,
  "elements": ["C", "C", "C", "C", "N", "O", "N", "C", "C", "C", "C", "C", "H", "H", "H", "H", "C", "O", "C", "H", "H", "S", "C", "C", "C", "C", "C", "C", "H", "H", "O", "C", "C", "H", "O", "H", "H", "H", "H", "C", "H", "H", "H", "H", "H", "H", "H"],
  "xyz": [[-5.034697, -0.448917, -0.841128], [-3.737680, -0.726056, -0.180196], [-2.561146, -1.236890, -0.644628], [-1.709993, -1.220235, 0.496069], [-2.353993, -0.736536, 1.533748], [-3.605226, -0.431835, 1.122874], [-0.380100, -1.584542, 0.564342], [0.554543, -0.958999, 1.347556], [1.797333, -1.464840, 1.005389], [1.581721, -2.474373, 0.021781], [0.248239, -2.532393, -0.230894], [-0.478825, -3.463834, -1.134742], [0.125022, -4.356180, -1.280188], [-1.438062, -3.755509, -0.710938], [-0.650098, -3.016863, -2.114733], [2.331579, -3.094959, -0.425557], [3.058133, -0.900559, 1.442821], [3.209103, -0.266956, 2.468439], [4.236262, -1.073631, 0.498049], [4.574543, -2.110711, 0.511713], [5.052502, -0.427229, 0.823464], [3.862186, -0.729983, -1.263880], [2.459465, 0.351413, -1.157951], [2.439837, 1.429408, -0.290760], [1.296688, 2.209943, -0.185420], [0.168700, 1.900361, -0.952173], [0.228103, 0.856199, -1.866488], [1.366786, 0.086269, -1.974363], [1.413424, -0.734502, -2.671715], [-0.642407, 0.658715, -2.471683], [-1.010624, 2.595017, -0.834786], [-1.058680, 3.435846, 0.297209], [0.262845, 4.184972, 0.457289], [0.240526, 4.846292, 1.324255], [1.316898, 3.275016, 0.674247], [0.455954, 4.772165, -0.451474], [-1.888760, 4.125295, 0.135274], [-1.248226, 2.840197, 1.200948], [3.287734, 1.681290, 0.325100], [0.225404, 0.095849, 2.327794], [1.131640, 0.633885, 2.594516], [-0.521097, 0.779889, 1.930931], [-0.192164, -0.349785, 3.230101], [-2.331580, -1.544177, -1.640170], [-5.143632, 0.621503, -1.012712], [-5.084341, -0.966170, -1.794403], [-5.853849, -0.772858, -0.202913]],
  "atomic_forces_ev_per_a": [[0.1, 0.1, 0.2], [0.7, -0.4, -0.4], [-0.4, 0.3, 0.4], [-1.3, 0.4, 0.0], [1.1, -0.5, 0.5], [-0.7, 0.1, -0.6], [0.4, -0.1, 0.3], [0.7, 0.2, 0.1], [-0.9, -0.2, 0.3], [-0.3, 0.0, 0.1], [0.4, -0.5, -0.2], [0.0, 0.1, 0.0], [0.0, 0.0, 0.0], [-0.1, -0.1, -0.1], [-0.1, 0.0, -0.1], [0.1, -0.2, -0.2], [0.3, 0.0, 0.1], [0.1, 0.0, 0.0], [0.2, 0.3, -0.3], [0.0, 0.0, 0.1], [-0.1, -0.1, 0.1], [0.1, 0.1, 0.0], [0.3, 0.0, -0.1], [-0.3, 0.2, -0.1], [-0.1, 0.0, -0.1], [0.0, 0.0, 0.1], [0.0, 0.2, 0.1], [0.1, 0.0, 0.0], [0.0, -0.1, 0.0], [-0.1, 0.0, -0.1], [0.2, -0.2, -0.3], [0.2, 0.3, 0.4], [-0.5, 0.1, -0.2], [0.0, 0.0, -0.1], [0.2, -0.3, 0.1], [0.0, 0.0, 0.1], [0.1, 0.0, 0.1], [0.0, 0.1, -0.1], [0.1, 0.0, 0.1], [0.0, 0.3, 0.1], [0.0, 0.0, 0.0], [0.0, 0.0, 0.0], [0.0, 0.0, 0.1], [0.0, -0.1, -0.3], [-0.1, 0.0, 0.0], [0.0, 0.0, 0.0], [-0.1, 0.0, 0.0]],
  "lowdin_charge": [0.0031, -0.3050, 0.0509, -0.2504, 0.1287, 0.0235, 0.0796, -0.1641, -0.1433, -0.0142, -0.2538, -0.0249, 0.0856, 0.0825, 0.0744, 0.1102, -0.4326, 0.0808, -0.3578, 0.0838, 0.0814, 0.9424, -0.5405, -0.0041, -0.1986, -0.2015, 0.0035, -0.1094, 0.1059, 0.1191, -0.0275, -0.1481, -0.1437, 0.1342, -0.0170, 0.1401, 0.1328, 0.1269, 0.1348, 0.0016, 0.0804, 0.0585, 0.0969, 0.1067, 0.0907, 0.0876, 0.0898]
}